1.
{
  "formula": "CBr2FNO2",
  "method": "wB97M-V/def2-TZVPD",
  "e_tot_ha": -5491.10455,
  "spin_multiplicity": 1,
  "homo_lumo_gap_ev": 10.12,
  "homo_ev": -11.259,
  "e_above_lowest_kj_mol": 1.0,
  "smiles": "O=[N+]([O-])C(F)(Br)Br",
  "symbols": ["C", "N", "O", "O", "F", "Br", "Br"],
  "coordinates": [[0.8731, 0.1212, -0.3553], [-0.3693, -0.0386, 0.4520], [-1.2453, -0.6470, -0.0673], [-0.3710, 0.5313, 1.5103], [0.6504, -0.0674, -1.6811], [1.8756, -1.5952, 0.1307], [1.7030, 1.7182, 0.0595]],
  "atomic_forces_ev_per_a": [[1.582, -2.693, -1.278], [-0.396, 1.248, -0.001], [-1.043, -0.922, -0.357], [-0.242, -0.304, 0.639], [-0.306, 0.829, 1.241], [-0.262, 1.229, -0.004], [0.667, 0.613, -0.239]],
  "lowdin_charge": [-1.176, -0.511, 0.124, 0.032, -0.043, 0.683, 0.892]
}


2.
{
  "formula": "CBr3ClS",
  "method": "wB97M-V/def2-TZVPD",
  "e_tot_ha": -8618.37052,
  "spin_multiplicity": 3,
  "homo_lumo_gap_ev": [5.97, 6.95],
  "homo_ev": [-6.437, -10.287],
  "e_above_lowest_kj_mol": 87.7,
  "symbols": ["C", "S", "Cl", "Br", "Br", "Br"],
  "coordinates": [[-0.4206, 0.0175, -0.0672], [0.7587, -0.0225, 1.3112], [2.6002, -0.0841, 0.5195], [-2.1016, 0.1354, 0.8173], [-0.3438, -1.5314, -1.3254], [-0.4928, 1.4851, -1.2553]],
  "atomic_forces_ev_per_a": [[-0.268, -0.779, -0.012], [-4.687, 0.204, 1.181], [5.048, -0.164, -2.265], [-1.393, -0.630, 0.569], [0.238, -0.021, 1.002], [1.063, 1.391, -0.475]],
  "lowdin_charge": [-2.080, 0.326, 0.079, 0.563, 0.530, 0.581]
}


3.
{
  "formula": "CBr3FO",
  "method": "wB97M-V/def2-TZVPD",
  "e_tot_ha": -7935.10354,
  "spin_multiplicity": 1,
  "homo_lumo_gap_ev": 10.30,
  "homo_ev": -10.679,
  "e_above_lowest_kj_mol": 0.0,
  "symbols": ["C", "O", "F", "Br", "Br", "Br"],
  "coordinates": [[0.3328, -0.0566, 0.0013], [-0.7996, 0.5856, 0.6595], [-2.0041, 0.3074, -0.0189], [1.7191, 0.4779, 1.2065], [0.6056, 0.6726, -1.7717], [0.1461, -1.9869, -0.0768]],
  "atomic_forces_ev_per_a": [[-1.381, 0.481, 0.284], [1.265, -0.536, -0.231], [0.296, -0.230, -0.320], [0.008, -0.027, -0.021], [-0.110, -0.118, 0.237], [-0.078, 0.431, 0.052]],
  "lowdin_charge": [-1.705, -0.263, -0.073, 0.725, 0.659, 0.657]
}


4.
{
  "formula": "CBr3IS",
  "method": "wB97M-V/def2-TZVPD",
  "e_tot_ha": -8455.99513,
  "spin_multiplicity": 1,
  "homo_lumo_gap_ev": 8.21,
  "homo_ev": -9.654,
  "e_above_lowest_kj_mol": 18.9,
  "symbols": ["C", "S", "Br", "Br", "Br", "I"],
  "coordinates": [[-0.0900, -0.5610, -0.1959], [0.4347, -1.0309, 1.2360], [-0.4349, -1.8247, -1.6108], [-0.9840, 1.1189, -0.7339], [4.3876, -0.1756, 1.1539], [3.5851, 0.8185, -0.9039]],
  "atomic_forces_ev_per_a": [[-1.356, -0.358, -0.067], [0.036, 0.848, -0.770], [0.434, 0.278, 0.189], [0.950, -0.756, 0.658], [0.161, -0.250, 0.498], [-0.225, 0.239, -0.508]],
  "lowdin_charge": [-1.730, 0.600, 0.554, 0.522, -0.179, 0.234]
}


no.,F_max (eV/Å)
1,3.4
2,5.5
3,1.5
4,1.4